{"formula": "C32H28BrF4FeN6S", "method": "wB97M-V/def2-TZVPD", "elements": ["Fe", "C", "N", "C", "C", "C", "N", "C", "C", "F", "C", "F", "C", "C", "F", "C", "F", "H", "H", "H", "H", "H", "H", "H", "H", "H", "H", "H", "Br", "C", "C", "C", "C", "C", "C", "N", "C", "C", "C", "C", "C", "C", "N", "H", "H", "H", "H", "H", "H", "H", "H", "H", "S", "C", "C", "C", "N", "C", "C", "C", "C", "C", "N", "C", "C", "H", "H", "H", "H", "H", "H", "H", "H"], "coordinates": [[-0.0026, 0.0791, -0.0946], [-1.4891, 2.6448, -0.3720], [-0.1416, 2.1870, 0.0366], [0.8577, 2.8934, -0.7958], [0.0942, 2.5378, 1.4706], [-0.4269, 1.3955, 2.3108], [0.2074, 0.1954, 1.7652], [1.4016, -0.2285, 2.3479], [2.5206, -0.4681, 1.5576], [2.4340, -0.1710, 0.2290], [3.7106, -0.9477, 2.0627], [4.7309, -1.1485, 1.2282], [3.8417, -1.1983, 3.4138], [2.7485, -0.9551, 4.2227], [2.8255, -1.1952, 5.5301], [1.5497, -0.4875, 3.7113], [0.5057, -0.3273, 4.5342], [-1.5420, 3.7316, -0.2708], [-1.6647, 2.3690, -1.4084], [-2.2502, 2.1863, 0.2544], [0.8189, 3.9652, -0.5835], [1.8554, 2.5263, -0.5621], [0.6439, 2.7234, -1.8481], [1.1740, 2.6134, 1.6113], [-0.3520, 3.5109, 1.6940], [-0.2157, 1.5403, 3.3689], [-1.5097, 1.3039, 2.2039], [4.7685, -1.5705, 3.8256], [3.9940, 0.1966, -6.4806], [2.6873, 0.1415, -5.1236], [1.4133, -0.3237, -5.4070], [0.4496, -0.3596, -4.4119], [0.7412, 0.0971, -3.1230], [2.0413, 0.5278, -2.8494], [3.0086, 0.5524, -3.8397], [-0.2127, 0.0772, -2.0877], [-1.5209, -0.0273, -2.3956], [-2.4751, -0.2891, -1.3943], [-3.8587, -0.3987, -1.6731], [-4.7383, -0.6228, -0.6519], [-4.2581, -0.7438, 0.6680], [-2.9093, -0.6265, 0.8822], [-2.0281, -0.4021, -0.1043], [1.1763, -0.6754, -6.4016], [-0.5212, -0.7725, -4.6456], [2.3122, 0.8403, -1.8516], [4.0107, 0.8905, -3.6148], [-1.9255, 0.1700, -3.3815], [-4.1981, -0.3095, -2.6964], [-5.7970, -0.7112, -0.8551], [-4.9243, -0.9261, 1.4979], [-2.4873, -0.7159, 1.8772], [1.0586, -6.4446, -0.1124], [0.8045, -4.7015, -0.0553], [0.1445, -4.0628, 0.9929], [-0.0267, -2.6990, 0.9426], [0.4071, -1.9498, -0.0827], [1.0304, -2.5614, -1.0970], [1.2499, -3.9231, -1.1190], [1.3037, -6.7827, 1.6176], [2.5331, -6.5505, 2.2165], [2.6665, -6.8321, 3.5682], [1.6845, -7.3182, 4.3230], [0.5182, -7.5552, 3.7313], [0.2752, -7.3084, 2.3861], [-0.2226, -4.6153, 1.8460], [-0.5250, -2.1647, 1.7392], [1.3892, -1.9336, -1.9005], [1.7772, -4.3667, -1.9521], [3.3674, -6.1625, 1.6478], [3.6144, -6.6612, 4.0657], [-0.2669, -7.9624, 4.3579], [-0.6890, -7.5303, 1.9488]], "mulliken_charge": [-0.807, -1.328, 0.703, -1.291, -0.826, -1.114, 1.391, 0.210, -0.082, 0.038, -0.155, -0.295, -0.653, 0.255, -0.304, 0.140, -0.340, 0.429, 0.302, 0.414, 0.448, 0.363, 0.345, 0.463, 0.436, 0.629, 0.326, 0.562, -0.165, -0.040, -0.834, -0.675, -0.345, 0.772, -1.137, 1.320, -1.204, 1.196, -1.326, -0.388, -1.104, -0.291, 0.723, 0.434, 0.467, 0.201, 0.473, 0.453, 0.503, 0.448, 0.468, 0.461, -0.152, 0.921, -1.199, -0.435, 0.669, -0.145, -1.243, 0.006, -0.036, -0.403, -0.550, -0.341, -0.071, 0.493, 0.373, 0.322, 0.517, 0.428, 0.377, 0.367, 0.430], "spin_multiplicity": 5, "e_lumo_ev": [-3.85, -3.94], "orbital_gap_ev": [5.15, 6.82], "total_charge": 1}

***

{"formula": "C8H17N4O", "method": "wB97M-V/def2-TZVPD", "elements": ["C", "N", "N", "C", "C", "C", "O", "C", "C", "N", "C", "C", "N", "H", "H", "H", "H", "H", "H", "H", "H", "H", "H", "H", "H", "H", "H", "H", "H", "H"], "coordinates": [[0.5963, 1.6029, 0.8262], [-0.1106, 0.4221, 0.4348], [-0.7010, 0.5944, -0.8774], [-2.2039, 0.5233, -0.8720], [-2.9343, -0.7439, -1.3536], [-3.5743, -0.7610, 0.0681], [-2.7735, 0.4424, 0.4671], [0.8335, -0.6673, 0.6783], [0.9103, -1.0048, 2.2344], [0.7175, -1.7402, -0.3500], [1.7485, -0.9543, -0.3978], [2.8945, -0.3368, -1.0697], [3.1690, 1.0145, -0.5410], [1.1304, 1.6024, 1.7622], [1.3997, 1.7854, 0.0766], [-0.0514, 2.5785, 0.9002], [-0.9210, 0.1853, 1.0494], [-0.2958, 0.0668, -1.5672], [-2.4994, 1.5039, -1.3409], [-2.3012, -1.6355, -1.4252], [-3.7490, -0.6491, -2.1443], [-4.6728, -0.3847, -0.0873], [-3.4138, -1.5712, 0.7592], [-0.0681, -0.7915, 2.6302], [1.8000, -0.4818, 2.5614], [1.1556, -2.0862, 2.2896], [2.8440, -0.1249, -2.1996], [3.7693, -1.0841, -0.9696], [3.2107, 1.6535, -1.3677], [4.0909, 1.0417, -0.1742]], "mulliken_charge": [-0.681, 0.542, -0.583, 0.156, -0.694, -0.325, -0.519, 0.746, -1.343, -0.667, -0.058, -0.618, -0.562, 0.367, 0.371, 0.290, 0.498, 0.272, 0.353, 0.283, 0.295, 0.233, 0.324, 0.323, 0.376, 0.444, 0.332, 0.353, 0.279, 0.214], "e_lumo_ev": -2.91, "orbital_gap_ev": 10.83, "total_charge": 1, "smiles": "C[N@@H+](N[C@H]1CCO1)[C@@]1(C)N=C1CN"}

***

{"formula": "C4H11N2O", "method": "wB97M-V/def2-TZVPD", "elements": ["C", "C", "C", "C", "N", "N", "O", "H", "H", "H", "H", "H", "H", "H", "H", "H", "H", "H"], "coordinates": [[0.3435, 0.0501, -1.4862], [1.3968, -0.0842, -0.4301], [-0.7841, -0.1484, 0.6750], [2.0530, 1.1506, -0.0366], [-2.2978, -1.4235, 1.5195], [-0.9352, 0.4633, -0.7371], [-1.0116, -1.4907, 0.8227], [0.8528, 0.7037, -2.1864], [0.1435, -1.0094, -1.8815], [1.9398, -0.9150, -0.1054], [-1.2372, 0.5705, 1.4414], [2.4389, 1.2347, 1.0138], [1.2493, 1.9343, -0.3613], [3.1154, 1.1849, -0.5136], [-2.1480, -1.3422, 2.5137], [-2.5693, -2.3961, 1.4703], [-0.7503, 1.4196, -0.5730], [-1.7995, 0.0977, -1.1452]], "mulliken_charge": [-0.627, -0.312, -0.061, -0.891, -0.588, -0.076, -0.170, 0.432, 0.301, 0.489, 0.365, 0.337, 0.203, 0.291, 0.296, 0.287, 0.365, 0.358], "spin_multiplicity": 3, "e_lumo_ev": [-3.05, -5.45], "orbital_gap_ev": [8.50, 9.25], "total_charge": 1}

***

{"formula": "C26H47FLuO6S", "method": "wB97M-V/def2-TZVPD", "elements": ["C", "C", "O", "C", "C", "C", "C", "C", "C", "O", "O", "C", "C", "C", "C", "C", "C", "C", "C", "C", "C", "C", "S", "O", "O", "F", "C", "C", "C", "C", "C", "C", "O", "C", "H", "H", "H", "H", "H", "H", "H", "H", "H", "H", "H", "H", "H", "H", "H", "H", "H", "H", "H", "H", "H", "H", "H", "H", "H", "H", "H", "H", "H", "H", "H", "H", "H", "H", "H", "H", "H", "H", "H", "H", "H", "H", "H", "H", "H", "H", "H", "Lu"], "coordinates": [[2.8936, -2.8954, 2.8792], [2.0233, -1.7244, 2.4396], [2.5580, -1.1887, 1.2375], [1.9152, -0.1419, 0.5960], [3.0487, 0.9103, 0.3485], [2.5283, 2.3048, -0.0193], [3.9454, 1.0258, 1.6092], [5.2405, 0.2290, 1.4918], [0.6974, 0.3717, 1.3873], [0.6667, 1.1448, 2.2620], [-0.3968, -0.2901, 0.9103], [-0.3107, -0.2477, -0.5319], [-0.6182, 1.1046, -1.1606], [-1.8790, 1.8701, -0.7364], [-1.9737, 2.4107, 0.6976], [-0.9858, 3.5722, 0.9031], [-3.4137, 2.9737, 0.8469], [-4.3670, 1.8592, 1.2790], [-5.7945, 2.2866, 1.3584], [-6.8049, 1.3757, 1.3024], [-8.0829, 1.6722, 0.5766], [-6.6779, 0.0137, 1.9204], [-1.5917, -1.4475, -1.0371], [-2.8699, -0.8916, -0.7607], [-1.3014, -1.8708, -2.3592], [-1.3923, -2.5967, -0.0308], [1.1983, -0.7109, -0.7515], [1.2971, -2.2438, -0.7380], [1.7550, -0.2303, -2.0857], [3.0928, -0.8520, -2.5331], [2.9227, -1.9070, -3.6206], [4.1508, -2.8846, -3.6493], [4.3446, -3.5188, -2.4289], [3.7269, -4.7768, -2.2825], [2.2960, -3.5514, 3.5057], [3.7092, -2.5276, 3.4959], [3.2838, -3.4214, 2.0144], [0.9988, -2.0838, 2.2882], [2.0409, -0.9701, 3.2315], [3.6996, 0.5855, -0.4589], [3.3685, 2.9910, 0.0604], [2.1685, 2.4070, -1.0416], [1.7624, 2.6723, 0.6567], [4.2255, 2.0665, 1.7534], [3.4010, 0.7586, 2.5129], [5.8199, 0.3141, 2.4070], [5.8322, 0.6167, 0.6647], [5.0310, -0.8230, 1.3044], [-0.7329, 0.9163, -2.2296], [0.2421, 1.7619, -1.0721], [-2.7766, 1.3052, -0.9580], [-1.9191, 2.7546, -1.3751], [-1.8918, 1.6381, 1.4558], [-1.5025, 4.5179, 0.7472], [-0.5897, 3.6101, 1.9138], [-0.1782, 3.5580, 0.1753], [-3.4175, 3.7593, 1.6008], [-3.7419, 3.3959, -0.1026], [-4.0402, 1.4526, 2.2469], [-4.2975, 1.0222, 0.5810], [-6.0352, 3.3365, 1.5105], [-8.3266, 2.7599, 0.6611], [-8.9216, 1.0696, 1.0246], [-8.0193, 1.3607, -0.4662], [-6.0035, -0.6005, 1.3104], [-6.2300, 0.0740, 2.9065], [-7.6250, -0.5156, 1.9290], [2.3336, -2.5637, -0.7676], [0.8816, -2.6530, 0.1746], [0.7915, -2.6618, -1.6012], [0.9921, -0.4635, -2.8408], [1.8920, 0.8471, -2.1176], [3.7340, -0.0605, -2.9153], [3.6163, -1.2504, -1.6667], [2.9382, -1.4152, -4.5910], [2.0313, -2.5257, -3.5207], [4.0239, -3.6189, -4.4447], [5.0464, -2.2939, -3.8487], [2.6703, -4.6687, -2.0132], [3.7940, -5.3776, -3.1885], [4.2120, -5.3120, -1.4719], [-10.1322, 3.1003, 1.2390]], "mulliken_charge": [-1.370, -0.033, -0.222, 1.464, 0.509, -1.850, -0.593, -1.183, -0.861, -0.333, -0.507, 1.159, -0.881, -2.352, 1.699, -1.876, -1.567, 0.133, -0.479, 0.411, -0.547, -1.324, 1.243, -0.567, -0.617, -0.219, 2.228, -2.993, -1.360, -1.530, -0.284, -0.903, -0.185, -0.560, 0.436, 0.372, 0.267, 0.312, 0.361, 0.183, 0.632, 0.319, 0.337, 0.549, 0.221, 0.430, 0.389, 0.175, 0.616, 0.069, 0.770, 0.428, 0.177, 0.647, 0.305, 0.269, 0.547, 0.414, 0.443, 0.044, 0.388, -0.054, 0.706, 0.225, 0.266, 0.343, 0.455, 0.522, 0.580, 0.627, 0.935, 0.223, 0.621, 0.479, 0.458, 0.244, 0.481, 0.398, 0.246, 0.371, 0.255, 0.865], "e_lumo_ev": -14.02, "orbital_gap_ev": 1.20, "total_charge": 3}

***

{"formula": "C8H4Br4I3O2Ru", "method": "wB97M-V/def2-TZVPD", "elements": ["Ru", "I", "C", "I", "H", "H", "Br", "C", "C", "Br", "C", "Br", "C", "O", "C", "O", "C", "Br", "I", "C", "H", "H"], "coordinates": [[1.0625, -0.1639, -1.4459], [3.7429, 0.1925, -1.8282], [3.3704, 2.2701, -1.5477], [1.2919, 2.6176, -1.8758], [3.9556, 2.8386, -2.2598], [3.6040, 2.5184, -0.5204], [-2.5480, -0.0095, 4.4198], [-2.0291, 0.0117, 2.6345], [-3.0610, 0.0415, 1.5895], [-4.8539, 0.0747, 2.0770], [-2.7207, 0.0434, 0.2735], [-3.9551, 0.0653, -1.1278], [-1.3430, 0.0080, -0.0737], [-0.9092, -0.0359, -1.2500], [-0.3239, -0.0071, 0.9471], [0.8753, -0.0102, 0.5488], [-0.7057, -0.0037, 2.3191], [0.6721, -0.0347, 3.5810], [-0.7229, -3.1359, -1.7404], [1.1825, -2.2115, -1.5813], [1.7561, -2.4951, -2.4652], [1.6589, -2.5741, -0.6741]], "mulliken_charge": [0.541, 0.305, -0.816, 0.248, 0.407, 0.416, -0.060, 0.284, 0.264, -0.059, -0.482, -0.018, 0.913, -0.711, 1.086, -0.686, -0.474, -0.044, 0.029, -1.002, 0.455, 0.403], "e_lumo_ev": [-6.31, -6.31], "orbital_gap_ev": [5.23, 5.23], "total_charge": 1}

***

{"formula": "C7H19NO", "method": "wB97M-V/def2-TZVPD", "elements": ["C", "C", "C", "C", "C", "C", "C", "H", "H", "H", "H", "H", "H", "H", "H", "H", "H", "H", "H", "H", "H", "H", "H", "N", "O", "H", "H", "H"], "coordinates": [[1.4238, -0.3191, 0.3630], [-1.2461, 0.3162, -1.2127], [1.6719, 0.8571, -0.5493], [1.6783, -1.6462, -0.3097], [2.1229, -0.1511, 1.6874], [-2.5717, -0.4519, -1.2248], [-1.4354, 1.7860, -0.8670], [-0.7119, 0.1658, -2.1456], [2.7503, 0.9633, -0.7061], [1.3708, 1.7912, -0.0772], [1.2969, 0.7000, -1.5589], [2.7405, -1.7388, -0.5562], [1.1154, -1.7254, -1.2390], [1.3661, -2.4560, 0.3443], [3.1786, -0.4284, 1.6336], [1.9901, 0.8524, 2.0877], [1.6427, -0.8308, 2.3958], [-3.2511, -0.0428, -1.9756], [-1.7824, 1.8916, 0.1608], [-3.0258, -0.3924, -0.2364], [-2.4107, -1.5109, -1.4272], [-2.1825, 2.2532, -1.5126], [-0.5112, 2.3537, -0.9775], [-1.1240, -0.1737, 2.0904], [-0.3017, -0.9204, 1.2160], [-0.7374, -0.1950, -0.3063], [-0.9727, -0.5118, 3.0404], [-2.0836, -0.4357, 1.8627]], "mulliken_charge": [1.907, 0.491, -1.640, -1.501, -1.712, -1.421, -1.135, 0.411, 0.489, 0.302, 0.355, 0.420, 0.296, 0.385, 0.408, 0.375, 0.363, 0.420, 0.229, 0.231, 0.327, 0.435, 0.296, -0.574, -0.405, -0.204, 0.253, 0.198], "e_lumo_ev": 0.39, "orbital_gap_ev": 8.66}

***

We obtain maximum force values of 0.6, 5.3, 4.7, 2.2, 0.9, 2.6 eV/A for the records listed above, in that order.